[1]
Below is C29H65MnO2P3 as an isolated structure at a distorted geometry, with properties calculated with ωB97M-V/def2-TZVPD.

```
! wB97M-V def2-TZVPD RIJCOSX def2/J DEFGRID3
* xyz 4 4
Mn -0.98774 -1.26566 -1.63197
C -1.14261 -1.82221 0.07046
O -0.99011 -1.99129 1.23651
C -0.16923 0.33025 -1.93407
O 0.53475 1.28291 -2.04313
P 1.27936 -2.16018 -1.70427
C 1.13524 -3.44421 -3.08921
H 2.14661 -3.82671 -3.31193
C 2.73014 -1.07050 -2.27863
H 2.22451 -0.36343 -2.95368
C 1.88151 -3.19176 -0.24043
H 0.96656 -3.73837 0.04654
C -3.53618 0.29969 0.62194
P -2.77731 0.28767 -1.07409
H -4.94939 0.00703 -2.30797
H -3.55334 -0.76104 0.90943
C -3.03807 2.01270 -1.71876
H -4.12922 2.14950 -1.59480
C 3.37679 -0.24638 -1.16084
H 3.89979 0.61591 -1.60655
H 4.13970 -0.83251 -0.62564
H 2.65346 0.14792 -0.43154
C 3.81531 -1.82593 -3.05432
H 4.26159 -2.60377 -2.40955
H 4.60072 -1.09927 -3.33654
H 3.42606 -2.27849 -3.98026
C 2.95589 -4.21497 -0.62683
H 2.66519 -4.81056 -1.50287
H 3.10170 -4.91887 0.21052
H 3.91545 -3.71206 -0.83495
C 2.29493 -2.38146 0.99318
H 2.21903 -3.00821 1.89478
H 1.65904 -1.50408 1.16513
H 3.33343 -2.03843 0.94996
C 0.28753 -4.62879 -2.58716
H 0.86672 -5.28931 -1.91266
H -0.10271 -5.22006 -3.44012
H -0.58878 -4.29397 -1.97844
C 0.62473 -2.75047 -4.35870
H -0.42451 -2.42389 -4.25886
H 0.68172 -3.41698 -5.23200
H 1.21440 -1.84967 -4.59821
C -4.97037 0.81090 0.52601
H -5.51430 0.32664 -0.29286
H -4.98389 1.89568 0.36520
H -5.48359 0.58866 1.47190
C -2.69560 1.00908 1.70315
H -2.98392 2.06300 1.84507
C -3.29900 -0.87076 -3.50665
H -1.60755 0.96833 1.49910
H -2.86800 0.52241 2.68410
C -4.43553 -1.90828 -1.41803
H -2.20516 -1.08258 -3.26392
H -3.74002 -1.70897 -4.07186
H -3.22223 0.02030 -4.15541
C -4.04526 -0.62776 -2.17433
H -4.79163 -2.69293 -2.10391
H -5.20109 -1.73601 -0.63500
H -3.54989 -2.34469 -0.89907
C -2.70324 2.18467 -3.20358
H -1.66304 1.87069 -3.40463
H -2.82083 3.24680 -3.46614
H -3.42312 1.63051 -3.82363
C -2.30970 3.07796 -0.88514
H -1.21438 2.93080 -0.87516
H -2.67690 3.13577 0.15084
H -2.49649 4.05655 -1.35937
H -1.91904 -2.79707 -1.83091
H -1.92049 -2.74621 -2.69618
C -0.62291 2.07458 4.78950
C 0.12489 2.79914 3.66479
C 0.97926 3.93604 4.17796
P 0.95423 1.64930 2.47733
C 1.81034 2.70819 1.23000
C 1.06936 3.99478 0.85951
C 3.27406 2.98282 1.54156
C 2.16978 0.64839 3.47494
C 2.98289 1.39487 4.52486
C 1.44302 -0.56232 4.10462
H 0.05764 1.70039 5.55941
H -1.23452 1.23770 4.43489
H -1.29055 2.79469 5.29246
H -0.66096 3.23417 3.03457
H 1.68740 3.60650 4.92833
H 1.52492 4.45323 3.39002
H 0.30683 4.65513 4.65980
H 1.78647 2.10439 0.32643
H 1.41120 4.85525 1.44606
H 1.22047 4.26401 -0.19685
H -0.00419 3.95893 1.03094
H 3.76333 3.49142 0.69502
H 3.38202 3.64054 2.41283
H 3.82071 2.07174 1.76861
H 2.87384 0.27831 2.69856
H 2.39973 1.62057 5.41937
H 3.81255 0.75025 4.82735
H 3.40338 2.32741 4.14376
H 0.74872 -1.05051 3.39199
H 2.20635 -1.29043 4.42848
H 0.84137 -0.30304 5.00386
*
```

The value obtained for the energy relative to the best compared isomer or geometry (same formula, charge and spin) is 0.000 eV. The max |F| comes out at 9.7 eV Å⁻¹. As for the HOMO-LUMO gap (spin up / spin down): 4.67 / 4.94 eV. The value obtained for the electronic energy is -3467.768501 Eh.

[2]
Below is C58H42IKN4O4 as an isolated structure at a distorted geometry, with properties calculated with ωB97M-V/def2-TZVPD.

```
! wB97M-V def2-TZVPD RIJCOSX def2/J DEFGRID3
* xyz -2 1
K -0.53590 0.15593 0.03783
C 4.62757 8.18865 2.83194
O 4.20808 7.94195 1.50911
C 3.49304 6.78338 1.30268
C 2.85825 6.65822 0.07310
C 2.12830 5.51461 -0.21181
C 1.99472 4.47875 0.71735
C 2.64704 4.62403 1.93250
C 3.39863 5.76144 2.23488
C 1.15583 3.27226 0.41125
C -0.20391 3.38604 0.67781
C -0.85644 4.60593 1.15604
C -2.14209 4.28194 1.41901
C -2.30389 2.85429 1.10770
N -1.12903 2.35522 0.66574
C -3.54385 2.15336 1.24172
C -3.79614 0.84858 0.72804
C -4.91514 -0.02745 1.06495
C -4.59640 -1.26960 0.59315
C -3.30083 -1.14916 -0.04382
C -2.38155 -2.15226 -0.47227
C -2.30025 -3.44042 0.23589
C -1.54807 -4.51163 -0.28064
C -1.45604 -5.72987 0.37495
C -2.10837 -5.92044 1.58119
O -2.03102 -7.14693 2.22515
C -0.96510 -7.19788 3.15874
C -2.82351 -4.87918 2.14479
C -2.90181 -3.65556 1.49187
C -1.36912 -1.80611 -1.43516
N -0.02756 -1.99435 -1.12912
C 0.84963 -1.75152 -2.03588
C 2.20797 -1.01697 -1.92171
C 3.32997 -2.02916 -1.64749
C 4.45819 -2.28157 -2.42170
C 5.41056 -3.22240 -2.03879
C 5.25410 -3.93547 -0.86551
O 6.24214 -4.84406 -0.56319
C 6.12231 -5.51515 0.66989
C 4.13197 -3.71163 -0.07378
C 3.19304 -2.76871 -0.47151
C 2.35073 0.18173 -0.98380
C 3.55118 0.60870 -0.37338
C 3.27155 1.86100 0.18545
C 1.90141 2.11782 -0.06979
N 1.37252 1.09510 -0.81711
C -0.70427 -0.73608 -3.54330
C -1.62261 -0.97053 -2.57720
N -2.89892 0.15652 -0.00371
C -4.60345 2.77388 2.08608
C -4.33095 3.24274 3.37268
C -5.30839 3.82745 4.17993
C -6.60900 3.93538 3.70844
O -7.64626 4.49699 4.41882
C -7.38444 4.81420 5.76546
C -6.91511 3.47038 2.43833
C -5.92545 2.91004 1.64548
H 5.01220 9.20598 2.85432
H 5.42318 7.50350 3.14258
H 3.79689 8.10039 3.53803
H 2.94898 7.46610 -0.64557
H 1.63386 5.41225 -1.17159
H 2.56167 3.83095 2.66584
H 3.89527 5.83303 3.19419
H -0.39301 5.57617 1.26516
H -2.92454 4.94283 1.76692
H -5.80016 0.24725 1.62197
H -5.19551 -2.16872 0.65491
H -1.02339 -4.37502 -1.21333
H -0.87760 -6.54322 -0.05109
H -0.95786 -8.19688 3.59463
H -1.09640 -6.45961 3.95537
H -0.00390 -7.00956 2.67193
H -3.30107 -5.02116 3.10868
H -3.41644 -2.83416 1.97233
H 4.61652 -1.73909 -3.33951
H 6.28680 -3.40877 -2.65177
H 7.00464 -6.14464 0.76703
H 5.22973 -6.14632 0.70372
H 6.08631 -4.81413 1.50865
H 3.96967 -4.25949 0.84496
H 2.31074 -2.60794 0.13866
H 4.49556 0.08037 -0.35864
H 3.95551 2.49434 0.73322
H -0.89756 -0.01368 -4.33372
H -2.59524 -0.49593 -2.64441
H -3.31966 3.14635 3.74925
H -5.03881 4.17355 5.16878
H -8.32508 5.15272 6.19440
H -6.64499 5.61439 5.86046
H -7.02736 3.94320 6.32198
H -7.93393 3.57152 2.07932
H -6.17497 2.56584 0.64766
I -2.00438 -3.82088 -4.01430
C -0.13222 -3.51823 -4.93544
C 0.06758 -4.44636 -5.95801
C 1.18909 -4.37838 -6.75886
C 2.09212 -3.35648 -6.53175
C 1.90834 -2.44135 -5.49979
C 2.91594 -1.36930 -5.40453
C 2.91314 -0.46868 -4.43844
C 1.87262 -0.48134 -3.38736
C 0.63270 -1.43957 -3.52766
C 0.79101 -2.51257 -4.62621
H -0.66997 -5.21904 -6.12401
H 1.33821 -5.09861 -7.55307
H 2.96659 -3.24458 -7.16476
H 3.68659 -1.35896 -6.17044
H 3.67238 0.30761 -4.39436
H 1.50639 0.53187 -3.23359
*
```

The value obtained for the energy relative to the best compared isomer or geometry (same formula, charge and spin) is 0.000 eV. The max |F| comes out at 1.8 eV Å⁻¹. As for the HOMO-LUMO gap (spin up / spin down): 3.94 / 3.83 eV. The value obtained for the electronic energy is -3652.899398 Eh.

[3]
Below is one molecule with the formula C13H24O at a distorted geometry, with properties calculated with ωB97M-V/def2-TZVPD.

```
! wB97M-V def2-TZVPD RIJCOSX def2/J DEFGRID3
* xyz 0 1
C 0.10316 4.75473 1.25875
C -0.80312 3.73650 2.01373
C -1.17266 2.64962 1.06015
C -0.00012 1.80251 0.49945
C -0.51294 0.47965 -0.18811
O -1.51965 0.79119 -1.12942
C 0.71826 -0.33183 -0.75974
C 0.41600 -1.12694 -2.04691
C -0.71702 -2.19472 -1.85026
C -0.52066 -3.06604 -0.60873
C -1.25923 -4.36461 -0.40493
C 0.33842 -2.66104 0.36433
C 1.16533 -1.39718 0.33311
C 2.66773 -1.72946 0.17151
H 0.22409 5.67763 1.89862
H 1.10379 4.31271 1.15441
H -0.29938 5.04144 0.29703
H -0.32430 3.32927 2.95513
H -1.75603 4.22183 2.31256
H -1.69195 3.08454 0.19646
H -1.86161 1.95359 1.58812
H 0.51684 2.41430 -0.22097
H 0.68592 1.50399 1.28700
H -0.97808 -0.15801 0.57770
H -1.20682 1.46584 -1.77033
H 1.53757 0.32399 -0.97514
H 0.10694 -0.46409 -2.86861
H 1.32002 -1.65542 -2.40960
H -1.69990 -1.70659 -1.77922
H -0.78189 -2.78906 -2.76707
H -1.07259 -4.79940 0.58127
H -0.94709 -5.12081 -1.16284
H -2.32779 -4.21875 -0.52616
H 0.44417 -3.30860 1.21472
H 0.99015 -0.97525 1.32160
H 2.82036 -2.43600 -0.66174
H 3.01870 -2.19605 1.06961
H 3.27540 -0.84350 -0.02549
*
```

The value obtained for the energy relative to the best compared isomer or geometry (same formula, charge and spin) is 0.987 eV. The max |F| comes out at 2.4 eV Å⁻¹. As for the HOMO-LUMO gap: 9.52 eV. The value obtained for the electronic energy is -584.956065 Eh. Its SMILES is CCCC[C@@H](O)[C@@H]1CCC(C)=C[C@H]1C.